C11H13NO6 in the gas phase. Source: OMol25; level of theory: wB97M-V/def2-TZVPD.

Geometry as XYZ:
```
31
Properties=species:S:1:pos:R:3:forces:R:3:mulliken_charge:R:1
O 3.1546 -2.1193 -0.6080 -0.152 -0.213 -0.060 -0.589
O 4.1003 2.2695 0.0263 -0.008 0.238 0.037 -0.592
O -6.0873 -0.2158 0.4695 0.230 -0.083 0.401 -0.303
O -1.1987 -0.2398 1.7871 0.022 0.030 -0.074 -0.569
O -5.1141 0.4491 -1.4417 -0.021 -0.035 0.037 -0.569
O -0.2875 0.3643 -0.1744 -0.014 0.148 -0.412 -0.188
N 3.3613 0.1421 -0.3617 -0.451 0.057 -0.008 0.171
C -3.7727 -0.0137 0.4780 0.484 0.041 0.009 -0.422
C -7.3612 -0.1553 -0.1561 -0.278 0.109 -0.350 -0.629
C 5.2708 -1.1245 0.1050 0.142 -0.133 0.035 -0.381
C 4.3048 1.0870 -0.0090 0.256 -0.044 0.046 0.452
C -2.5975 0.2500 -0.0905 -0.512 -0.027 -0.045 -0.331
C -5.0349 0.1074 -0.2890 0.004 0.134 -0.370 0.631
C 3.8208 -1.1603 -0.3285 0.295 -0.004 0.045 0.364
C 2.0130 0.4807 -0.7527 -0.528 0.030 -0.074 -0.846
C 1.0150 0.1870 0.3672 0.451 -0.183 0.373 -0.451
C 5.5941 0.3535 0.2935 0.191 0.064 0.065 -0.415
C -1.3184 0.0948 0.6367 -0.027 -0.133 0.412 0.511
H -8.0982 -0.1790 0.6425 0.064 -0.014 -0.028 0.228
H -7.4529 0.7605 -0.7435 -0.033 -0.097 0.085 0.303
H -3.8492 -0.3320 1.5072 0.100 -0.038 0.084 0.436
H 5.9155 0.5985 1.3058 -0.030 0.045 -0.040 0.282
H 5.8826 -1.6043 -0.6596 -0.071 -0.016 0.024 0.278
H 1.7411 -0.1195 -1.6247 0.061 0.084 0.052 0.307
H 5.3825 -1.7056 1.0210 -0.050 -0.015 -0.057 0.258
H 1.1258 -0.8468 0.7167 -0.018 0.197 -0.052 0.365
H -7.4942 -1.0126 -0.8194 0.008 0.065 0.044 0.282
H 6.3673 0.7106 -0.3876 -0.049 0.038 0.032 0.273
H 1.9956 1.5423 -1.0091 0.031 -0.153 -0.015 0.408
H -2.5362 0.5703 -1.1208 -0.092 0.003 -0.070 0.430
H 1.1580 0.8607 1.2199 -0.005 -0.095 -0.126 0.309
```
Forces are in eV/Å.

For the LUMO energy, the calculation gives -0.3 eV. The gap between HOMO and LUMO is 10.0 eV. The electronic energy is -933.20989 Eh. Its SMILES is COC(=O)/C=C/C(=O)OCCN1C(=O)CCC1=O. As for the HOMO energy: -0.3794 Ha.

A 2-piece molecular cluster, C7H10 overall in a non-equilibrium geometry. Source: OMol25; level of theory: wB97M-V/def2-TZVPD.

Geometry as XYZ:
```
17
Properties=species:S:1:pos:R:3:forces:R:3:mulliken_charge:R:1
C -0.2661 1.8096 0.9545 0.523 0.814 -0.407 -0.181
C -2.2404 -1.2214 0.7450 -3.906 0.901 0.723 -1.026
C -2.3558 0.6526 -1.1063 0.230 0.976 -0.452 0.077
C 1.3565 0.4484 -0.7159 -1.711 0.800 1.379 0.073
C 0.4171 1.2347 0.1562 0.696 -0.921 -0.866 -0.450
C 2.6246 0.3553 0.0379 2.042 -1.863 1.332 -1.318
C -2.3387 -0.2597 -0.3463 -0.687 -0.768 0.954 -0.297
H -2.1432 1.6127 -1.5032 -0.256 -0.017 -0.541 0.421
H -0.6606 2.6872 1.3840 -0.602 0.021 0.659 0.384
H 1.5098 1.0300 -1.6255 -0.365 -0.674 -0.389 0.219
H -2.2616 -0.6738 1.7007 0.884 -0.149 -0.333 0.249
H -3.1618 -1.8754 0.9026 1.068 0.622 -0.840 0.307
H -1.4324 -1.8042 0.5288 2.342 -1.761 0.268 0.285
H 3.3024 1.1644 0.1853 0.229 1.277 -1.069 0.376
H 3.2181 -0.5053 -0.3120 -0.012 0.357 -0.020 0.326
H 0.9507 -0.5936 -0.7866 0.187 1.062 -0.723 0.199
H 2.4757 0.1784 1.0946 -0.662 -0.674 0.325 0.357
```
Forces are in eV/Å.

For the LUMO energy, the calculation gives 1.0 eV. The gap between HOMO and LUMO is 10.2 eV. The electronic energy is -272.53774 Eh. Its SMILES is C#CCC.C#CC. As for the HOMO energy: -0.3382 Ha.

C16H13F3N2O7RhTe4 as an isolated structure. Source: OMol25; level of theory: wB97M-V/def2-TZVPD.

Geometry as XYZ:
```
46
Properties=species:S:1:pos:R:3:forces:R:3:mulliken_charge:R:1
Te 3.8500 0.7183 2.6826 -0.017 -0.006 -0.016 0.223
Te 1.6611 1.2284 3.9617 -0.006 0.010 0.086 -0.181
Te 4.8232 0.0122 -1.0900 0.015 -0.018 -0.001 -0.281
Te 3.3071 2.0792 -0.5948 -0.009 0.037 0.008 0.057
Rh 1.7251 1.2033 1.3164 -0.085 0.026 -0.064 0.258
F 1.8237 6.2648 2.2519 0.003 -0.006 -0.001 -0.263
F 0.2088 6.0303 0.8234 -0.002 0.003 0.006 -0.281
F -0.2235 6.2584 2.9321 0.005 0.004 -0.005 -0.274
O 1.3164 -0.8811 0.6526 0.055 -0.010 0.021 -0.269
O -4.7528 -2.8233 -0.7676 0.000 -0.004 0.000 -0.556
O 2.8586 -2.1019 1.7163 0.000 0.002 0.009 -0.706
O -0.2348 3.5994 2.8181 0.010 0.000 -0.011 -0.613
O 1.6358 3.6319 1.5496 0.020 -0.017 -0.034 -0.405
O -3.3581 -1.1442 1.1846 0.001 0.000 0.002 -0.667
O 3.9609 -4.0604 0.5429 0.002 -0.003 -0.003 -0.701
N -4.4579 -0.4587 -0.6618 -0.020 -0.014 -0.009 -0.218
N -0.2532 1.5381 0.4159 0.038 0.004 0.015 0.647
C 2.1470 -1.8379 0.7216 -0.016 0.000 -0.036 0.686
C -0.5568 2.6580 -0.2427 -0.007 -0.006 0.001 -0.480
C 2.2877 -2.6957 -0.5023 -0.006 -0.001 -0.003 0.033
C 0.6266 5.6856 2.0706 0.000 0.005 -0.015 0.717
C 3.2054 -3.7597 -0.5225 -0.003 -0.001 -0.003 0.530
C 1.6823 -3.1793 -2.7951 0.009 -0.010 -0.007 -0.817
C 0.6741 4.1318 2.1883 -0.019 -0.012 0.040 0.507
C -1.1869 0.6003 0.5601 0.000 -0.002 -0.004 -0.614
C 1.5428 -2.4219 -1.6466 -0.004 -0.004 -0.004 -0.283
C 3.3476 -4.5243 -1.6831 -0.001 0.002 0.009 -0.717
C -2.7842 1.9170 -0.6325 -0.001 -0.005 -0.001 -0.205
C -5.3644 -1.5796 -0.5406 0.001 0.015 0.006 -0.433
C 2.5921 -4.2341 -2.8026 -0.001 0.001 0.001 -0.265
C -2.4682 0.7461 0.0438 0.013 -0.005 0.005 0.153
C -3.4428 -0.3637 0.2530 0.000 0.006 0.000 0.276
C -1.8110 2.8880 -0.7784 0.001 0.009 -0.001 -1.254
H -2.0134 3.8210 -1.2846 0.000 0.000 0.001 0.443
H -4.2988 -0.0766 -1.5793 0.012 0.006 0.004 0.300
H 4.0631 -5.3366 -1.6774 0.000 -0.001 -0.003 0.416
H -5.8046 -1.5377 0.4569 0.004 -0.002 0.001 0.294
H 3.7123 -3.3748 1.2296 0.002 -0.005 0.002 0.370
H -4.1227 -2.9518 -0.0455 -0.001 0.000 0.000 0.367
H -0.8961 -0.3001 1.0836 -0.001 -0.001 0.001 0.584
H 2.7164 -4.8342 -3.6965 -0.001 0.000 -0.001 0.349
H 0.2360 3.3895 -0.3223 0.002 -0.001 0.001 0.599
H -6.1467 -1.4671 -1.2881 0.000 -0.004 0.000 0.356
H 0.8569 -1.5855 -1.6073 0.004 0.003 0.005 0.390
H -3.7840 2.0798 -1.0160 0.001 0.002 -0.001 0.539
H 1.1000 -2.9514 -3.6783 -0.003 0.003 0.002 0.390
```
Forces are in eV/Å.

For the LUMO energy (spin up / spin down), the calculation gives 1.6 / 0.6 eV. The spin multiplicity is 5. The gap between HOMO and LUMO (spin up / spin down) is 6.3 / 5.6 eV. The electronic energy is -2736.13927 Eh. The net charge is -1. As for the HOMO energy (spin up / spin down): -0.1739 / -0.1844 Ha.

A 6-piece molecular cluster, C34H38BFO19 overall in a non-equilibrium geometry. Source: OMol25; level of theory: wB97M-V/def2-TZVPD.

Geometry as XYZ:
```
93
Properties=species:S:1:pos:R:3:forces:R:3:mulliken_charge:R:1
F 0.1375 2.6244 6.1957 0.072 -0.905 -2.127 -0.316
O 4.5173 1.8400 2.1923 0.055 0.559 -0.200 -0.598
O -5.9956 -2.4127 -2.8980 -0.122 0.248 -0.181 -0.180
O 4.3612 3.0493 0.2886 0.169 -0.011 0.854 -0.306
O 3.9629 4.0339 2.2623 0.129 -0.528 -0.097 -0.302
O -2.6541 -2.0621 0.6970 -1.622 -0.453 1.093 -0.354
O -2.5790 0.9424 1.0398 -0.001 -0.924 1.882 -0.527
O -5.0651 -2.2599 0.3402 1.771 0.943 0.339 -0.249
O 2.8511 -0.5773 -0.1796 -0.264 0.490 -0.215 -0.261
O 9.2027 6.3654 0.0440 -0.494 0.170 -0.412 -0.352
O -1.6328 -4.5974 -1.7851 0.383 -0.503 0.294 -0.249
O -7.9051 -1.7398 -3.8741 0.695 -0.011 0.103 -0.367
O 1.4681 -0.1529 -1.8946 0.418 0.358 0.486 -0.370
O 7.7504 7.9173 -0.7292 0.168 -0.503 -0.054 -0.538
O 2.1820 1.5455 -0.5865 -0.108 -0.437 -0.051 -0.453
O -2.8520 2.4003 5.8226 0.316 -1.535 -1.199 -0.508
O -1.3631 -6.7381 -1.1637 0.195 0.430 0.079 -0.367
O -6.0221 -0.5122 -4.1263 -0.193 -0.498 0.219 -0.535
O 8.0083 5.9478 -1.8127 0.083 0.284 0.348 -0.343
O 0.0260 -5.1481 -0.3499 -0.362 -0.125 -0.313 -0.511
C -8.1123 -3.0797 -3.4207 -0.909 -0.328 0.219 0.485
C -2.5224 1.5713 4.9894 0.464 -0.076 0.095 0.189
C 4.0470 5.0695 1.2836 -0.262 0.493 0.205 -0.441
C -2.4418 -5.3939 -2.6532 -0.909 0.351 -0.456 0.517
C 1.4257 2.0631 4.1300 -1.465 -0.709 -0.631 -0.850
C -2.3519 0.6399 2.2059 0.404 0.428 -0.507 0.399
C 2.3664 -1.8343 -0.6547 0.323 -0.445 0.236 -0.346
C 3.7698 4.3209 0.0125 0.008 0.541 -0.945 0.768
C -3.3320 -0.1584 3.1321 -1.140 -0.728 2.246 0.298
C 9.0047 4.9315 -1.7108 -0.208 -0.459 -0.366 -0.470
C 0.1356 2.1118 4.9089 0.055 -0.740 -2.496 -0.027
C 4.3813 4.9476 -1.2189 0.299 -0.257 -0.148 -1.326
C -1.1140 1.6161 4.2862 1.819 -0.177 -1.263 0.331
C 1.5144 1.5330 2.7501 -3.189 -0.110 1.108 0.009
C -3.4318 0.3469 4.5569 -0.985 -1.793 -1.140 0.244
C -2.6115 -6.6500 -1.8471 -0.107 -0.552 -0.162 -0.520
C 9.3540 4.9751 -0.2504 0.823 -0.549 0.280 0.638
C 10.7553 4.5030 0.0641 0.212 0.269 0.161 -1.504
C -4.1388 -1.3436 2.6935 -0.857 0.359 1.416 0.387
C -5.1836 -1.4958 5.0178 1.344 0.617 -1.961 -0.437
C 0.2473 1.0590 2.0933 0.007 1.043 2.789 -0.691
C -4.3641 -0.3418 5.4885 -0.104 -0.879 -2.255 -0.805
C -9.5207 -3.2661 -2.9039 -0.213 0.311 -0.041 -1.511
C -3.7398 -4.6906 -2.9810 0.074 0.375 0.131 -1.289
C -0.8992 -5.4643 -1.0345 0.448 0.257 0.423 0.591
C -7.0496 -3.2142 -2.3678 0.173 -0.460 0.325 -0.505
C 2.1713 0.3835 -0.8619 0.008 0.428 0.043 0.601
C 4.2995 2.8756 1.6319 0.342 -0.401 -0.017 0.617
C -6.5855 -1.4608 -3.6793 0.190 0.788 -0.349 0.549
C 8.2689 6.8480 -0.8219 -0.220 0.703 0.082 0.639
C -1.0119 1.1151 2.8601 1.114 0.220 1.188 0.903
C 1.9311 -1.4951 -2.0513 -0.513 -0.820 -0.520 0.387
C -5.0916 -2.0359 3.6106 2.002 3.320 1.866 -0.785
C 0.8355 -2.3854 -2.5885 -0.387 0.215 -0.080 -1.181
B -3.9933 -1.9140 1.1881 1.235 0.152 -0.465 0.076
H -4.3142 -5.2543 -3.7187 0.083 -0.004 0.000 0.441
H -3.4087 -6.5841 -1.1006 -0.029 0.152 -0.110 0.311
H 2.4752 1.4604 2.1623 -1.367 0.083 1.150 0.203
H 11.0210 4.7550 1.0927 -0.105 -0.139 -0.025 0.358
H 0.4169 -1.9658 -3.5062 0.165 -0.052 -0.020 0.422
H -2.0545 -2.2012 1.4589 -0.356 0.371 -0.721 0.266
H 10.8430 3.4234 -0.0691 -0.074 0.051 0.018 0.383
H -5.9037 -1.9875 5.7203 0.882 0.605 -0.643 0.335
H 3.3141 5.8519 1.4811 0.012 -0.162 0.168 0.328
H -3.5445 -3.6909 -3.3744 -0.021 -0.137 -0.089 0.410
H -1.8706 -5.5760 -3.5701 0.014 -0.089 0.082 0.277
H 2.6965 4.1648 -0.1384 0.053 -0.058 0.119 0.115
H -6.7210 -4.2451 -2.2303 0.143 0.131 -0.055 0.408
H 5.0514 5.5023 1.3251 -0.023 -0.036 -0.156 0.251
H 0.0109 -2.4669 -1.8768 0.133 -0.028 0.029 0.057
H -4.4836 -0.0227 6.5632 0.291 -0.213 -1.470 0.363
H 8.6265 4.4234 0.3553 -0.044 0.023 -0.114 0.218
H 8.6059 3.9648 -2.0195 -0.146 0.168 -0.031 0.306
H 9.8381 5.2002 -2.3668 0.079 -0.028 0.172 0.327
H -7.3418 -2.8003 -1.3982 -0.130 -0.027 -0.086 0.256
H 3.8656 5.8716 -1.4855 -0.007 -0.064 0.050 0.432
H 1.5439 -2.1526 -0.0075 -0.062 -0.042 -0.191 0.223
H -10.2476 -2.9504 -3.6549 0.078 -0.154 -0.022 0.382
H -2.7771 -7.5306 -2.4684 0.187 -0.017 0.130 0.341
H 2.7788 -1.4783 -2.7453 0.046 0.037 0.121 0.239
H 0.2709 0.6507 1.0521 -0.211 0.567 1.178 0.352
H -5.7094 -2.9082 3.2730 0.757 1.054 0.387 0.362
H -9.6990 -2.6527 -2.0172 0.116 -0.051 -0.029 0.366
H 2.3688 2.4151 4.6261 -1.170 -0.349 -0.485 0.430
H 3.1519 -2.5895 -0.6291 0.054 0.199 0.110 0.327
H -4.3538 -4.5607 -2.0857 0.120 -0.092 0.004 0.053
H 4.3295 4.2577 -2.0638 -0.172 0.075 0.049 0.390
H 1.2134 -3.3876 -2.7984 0.040 0.065 0.052 0.407
H -4.6942 -2.1931 -0.5694 -0.455 -0.360 0.544 0.293
H 5.4398 5.1725 -1.0625 -0.080 0.052 0.062 0.080
H -7.9302 -3.7517 -4.2668 0.097 0.024 0.054 0.303
H -9.7081 -4.3105 -2.6480 0.057 0.035 -0.053 0.379
H 11.4899 4.9944 -0.5790 -0.117 -0.025 -0.039 0.355
```
Forces are in eV/Å.

For the LUMO energy, the calculation gives -0.7 eV. The gap between HOMO and LUMO is 8.3 eV. The electronic energy is -2872.74805 Eh. Its SMILES is O=C1c2cccc(B(O)O)c2C(=O)c2cccc(F)c21.C[C@@H]1COC(=O)O1.C[C@@H]1COC(=O)O1.C[C@@H]1COC(=O)O1.C[C@@H]1COC(=O)O1.C[C@@H]1COC(=O)O1. As for the HOMO energy: -0.3305 Ha.

C5H8FN3O in the gas phase in a non-equilibrium geometry. Source: OMol25; level of theory: wB97M-V/def2-TZVPD.

Geometry as XYZ:
```
18
Properties=species:S:1:pos:R:3:forces:R:3:mulliken_charge:R:1
F -2.0154 0.3109 1.1997 0.281 0.657 0.458 -0.217
O 2.8142 0.5475 0.1985 -0.750 -1.251 0.803 -0.679
N 2.4301 -1.5034 1.0479 -0.493 -3.969 2.557 -0.367
N -1.7078 -0.3998 0.0364 0.125 -0.197 -2.478 -0.104
N -1.0725 0.5984 -1.0172 -0.004 -2.604 2.630 -0.056
C -0.5422 -1.2587 0.4076 1.008 0.528 -2.551 -0.608
C -1.7520 1.8340 -1.1684 -1.100 1.513 1.598 -0.789
C 0.6381 -0.2946 0.1753 -0.334 -3.344 2.553 0.112
C 0.2360 0.5984 -0.6363 -0.529 2.006 -2.311 -0.156
C 2.0395 -0.3787 0.5206 1.190 3.474 -2.075 0.240
H -0.6672 -1.7343 1.3323 -0.447 -0.073 1.640 0.481
H 0.9526 1.1339 -1.1766 0.702 1.527 -0.560 0.494
H 1.6659 -2.1400 1.3798 1.326 0.875 -0.494 0.213
H -2.0860 2.2873 -0.1504 0.742 -0.631 -1.587 0.248
H -2.6423 1.5581 -1.6923 -0.705 0.589 -0.605 0.314
H -0.4541 -2.1431 -0.3219 -0.439 1.453 0.559 0.255
H 3.2934 -1.6106 1.5684 -0.059 0.368 -0.466 0.268
H -1.1303 2.5948 -1.7035 -0.515 -0.922 0.330 0.350
```
Forces are in eV/Å.

For the LUMO energy, the calculation gives 0.7 eV. The gap between HOMO and LUMO is 9.6 eV. The electronic energy is -534.56458 Eh. Its SMILES is CN1C=C(C(N)=O)CN1F. As for the HOMO energy: -0.3258 Ha.

A 2-piece molecular cluster, C15H18 overall in a non-equilibrium geometry. Source: OMol25; level of theory: wB97M-V/def2-TZVPD.

Geometry as XYZ:
```
33
Properties=species:S:1:pos:R:3:forces:R:3:mulliken_charge:R:1
C -1.1450 -3.7157 3.3142 -0.199 -0.107 -0.126 -1.382
C 1.4801 1.6667 -1.7350 -0.914 -0.827 0.264 0.899
C -0.6350 1.3967 -3.1593 0.494 0.752 -0.047 -1.234
C -1.7129 -0.0890 2.3871 0.033 -0.381 -0.480 -0.629
C -0.0328 1.5171 -1.7492 0.278 0.802 -1.069 -0.522
C 4.2414 1.6686 -1.4893 -0.733 -0.744 -0.642 -0.590
C 2.0888 2.7080 -1.0576 0.785 -0.699 -0.525 -0.637
C -2.8708 -2.5859 1.8716 -0.190 0.236 0.592 -0.402
C -1.8079 -2.4744 2.7675 0.717 -0.168 -0.674 0.861
C 3.6161 0.6551 -2.2233 0.057 0.253 -0.064 -0.452
C 3.4819 2.6766 -0.9522 -0.215 0.926 0.617 -0.342
C -1.2086 -1.2324 2.9849 -0.368 -0.246 0.377 -0.263
C -3.3755 -1.4546 1.2441 0.866 0.004 0.503 -0.625
C -2.7220 -0.2469 1.4480 -0.778 0.595 -0.157 -0.374
C 2.2415 0.6439 -2.3195 -0.132 0.583 0.184 -0.456
H -0.3489 -1.2289 3.6393 0.037 0.341 0.178 0.363
H -0.2006 -3.8884 2.8037 0.140 0.011 -0.161 0.290
H -0.8994 -3.6683 4.3747 -0.238 0.092 0.066 0.354
H -4.2727 -1.4737 0.6613 -0.156 -0.200 -0.526 0.387
H -1.3550 0.9092 2.6011 0.333 -0.117 -0.050 0.380
H -1.7194 1.4513 -3.0674 -0.026 -0.657 -0.335 0.339
H -1.7712 -4.5854 3.1132 0.032 -0.045 0.215 0.360
H 1.5230 3.5152 -0.6200 -0.124 0.031 0.069 0.335
H 1.7028 -0.1344 -2.8372 0.135 -0.208 -0.127 0.299
H -0.2126 0.5853 -3.7510 -0.598 -0.551 0.322 0.331
H 5.2931 1.5970 -1.3778 0.834 0.349 0.166 0.410
H 4.2172 -0.0750 -2.7520 -0.044 -0.156 0.217 0.363
H -3.3162 -3.5566 1.7211 -0.154 -0.129 -0.071 0.280
H -3.0615 0.6039 0.8653 -0.061 0.127 0.287 0.401
H -0.4448 2.4331 -1.3207 -0.177 -0.232 0.328 0.303
H -0.3599 0.6476 -1.1958 0.064 -0.118 0.505 0.253
H -0.3597 2.2435 -3.7803 0.089 0.548 0.136 0.362
H 3.9465 3.4909 -0.4097 0.211 -0.064 0.024 0.337
```
Forces are in eV/Å.

For the LUMO energy, the calculation gives 0.9 eV. The gap between HOMO and LUMO is 9.8 eV. The electronic energy is -582.35812 Eh. Its SMILES is CCc1ccccc1.Cc1ccccc1. As for the HOMO energy: -0.3295 Ha.